1.
DFT (wB97M-V/def2-TZVPD) results for a molecular structure, C11H12LaN2P at a distorted geometry.

The geometry in ORCA input format:
```
! wB97M-V def2-TZVPD RIJCOSX def2/J DEFGRID3
* xyz 0 1
C -0.396 0.841 -1.333
C -1.279 1.815 -1.856
C -0.541 2.998 -2.149
C 0.832 2.777 -1.825
C 0.980 1.465 -1.319
La 1.536 -1.638 0.415
P -0.147 -3.282 2.006
H -0.640 -0.185 -1.024
H -2.348 1.673 -2.004
H -0.957 3.918 -2.557
H 1.908 0.975 -0.997
H 1.636 3.499 -1.948
H -0.171 -4.681 1.684
H -1.569 -3.128 1.972
H -0.061 -3.488 3.413
N -0.840 -1.166 6.659
C -0.492 -0.848 5.587
C -0.071 -0.460 4.249
C 1.239 -0.666 3.850
C 1.577 -0.407 2.518
N 0.554 -0.145 1.608
C -0.628 0.380 2.075
C -0.995 0.124 3.369
H 1.982 -1.075 4.536
H 2.625 -0.298 2.156
H -1.241 0.874 1.331
H -2.012 0.339 3.701
*
```

Summary:
E_LUMO (alpha / beta)   -1.8 / -1.8 eV
Kohn-Sham gap (alpha / beta)   4.114 / 4.076 eV

=====

2.
DFT (wB97M-V/def2-TZVPD) results for a gas-phase ion, C11H12N (charge +1) at a distorted geometry.

The geometry in ORCA input format:
```
! wB97M-V def2-TZVPD RIJCOSX def2/J DEFGRID3
* xyz 1 1
C 0.675 2.924 0.108
C -0.066 1.807 -0.516
C -0.157 1.416 -1.782
C -0.915 0.246 -2.298
C -0.863 -0.965 -1.709
C -0.309 -1.254 -0.392
C 0.301 -2.511 -0.076
C 0.851 -2.862 1.105
C 0.708 -1.932 2.132
C 0.177 -0.685 1.927
C -0.323 -0.462 0.682
N -0.914 0.962 0.461
H 1.395 3.550 -0.529
H 1.191 2.468 0.957
H -0.013 3.707 0.385
H 0.213 2.061 -2.504
H -1.201 0.228 -3.297
H -1.224 -1.918 -2.078
H 0.675 -3.082 -0.954
H 1.385 -3.807 1.358
H 1.039 -2.372 3.038
H 0.190 0.157 2.535
H -1.791 0.859 0.095
H -1.022 1.463 1.351
*
```

Summary:
E_LUMO   -3.6 eV
SMILES string   CC1=CC=Cc2ccccc2[NH2+]1
Kohn-Sham gap   9.152 eV

=====

3.
DFT (wB97M-V/def2-TZVPD) results for C11H12N2O2 in the gas phase at a distorted geometry.

The geometry in ORCA input format:
```
! wB97M-V def2-TZVPD RIJCOSX def2/J DEFGRID3
* xyz 0 1
C 0.996 3.740 0.100
C 0.814 3.385 -1.266
C 0.289 2.737 0.757
C -1.271 -0.257 -0.608
C -0.649 0.685 0.335
C 0.928 -1.139 0.464
C 0.561 -0.021 1.273
C -1.212 -0.092 -1.983
C -1.549 -1.537 0.075
C -0.233 -2.198 0.492
C 2.138 -1.364 -0.319
N 0.136 2.254 -1.375
N -0.224 1.863 -0.103
O -1.485 -0.958 -3.013
O 2.239 -2.124 -1.260
H 1.380 4.581 0.518
H 1.199 4.012 -2.140
H 0.126 2.557 1.861
H 1.333 0.734 1.521
H 0.035 -0.254 2.188
H -0.812 0.835 -2.415
H -2.028 -1.275 1.009
H -2.122 -2.070 -0.730
H -0.028 -2.999 -0.099
H -0.318 -2.566 1.526
H 3.141 -0.892 0.094
H -1.755 -1.847 -2.766
*
```

Summary:
E_LUMO (alpha / beta)   -0.7 / -1.0 eV
Kohn-Sham gap (alpha / beta)   7.574 / 6.417 eV